DFT (ωB97M-V with the def2-TZVPD basis set) results for a 5-piece molecular cluster, C24H31F12IN3O8 overall in a non-equilibrium geometry.

Each line ends with the Mulliken charge.
Cartesian coordinates (Å):
C (1.161, -5.439, 0.805)  -0.82
C (-0.025, -6.127, 0.786)  -0.44
C (-1.321, -5.474, 0.717)  0.55
C (-1.464, -4.088, 0.868)  -0.30
C (-2.715, -3.502, 0.782)  -0.40
I (-2.903, -1.441, 0.960)  0.30
C (-3.814, -4.290, 0.555)  -0.30
N (-3.682, -5.624, 0.432)  0.11
C (-4.974, -6.387, 0.234)  -0.82
N (-5.836, -6.364, 1.375)  -0.48
C (-2.478, -6.243, 0.491)  0.38
N (-2.350, -7.640, 0.331)  -0.60
H (1.911, -5.563, 0.029)  0.27
H (1.412, -4.748, 1.610)  0.39
H (0.002, -7.210, 0.863)  0.38
H (-0.575, -3.497, 1.044)  0.50
H (-4.809, -3.877, 0.476)  0.44
H (-4.737, -7.419, 0.010)  0.37
H (-5.513, -5.920, -0.587)  0.43
H (-6.325, -5.487, 1.482)  0.28
H (-5.368, -6.616, 2.234)  0.24
H (-2.762, -7.945, -0.545)  0.31
H (-2.791, -8.162, 1.081)  0.29
C (-0.918, 1.429, 2.447)  -1.06
C (0.252, 1.440, 1.489)  -0.15
O (1.442, 1.947, 2.124)  -0.30
C (2.139, 1.078, 2.839)  0.34
O (1.888, -0.077, 3.019)  -0.54
C (3.400, 1.775, 3.392)  0.87
F (3.110, 2.993, 3.864)  -0.21
F (4.298, 1.908, 2.407)  -0.23
F (3.951, 1.073, 4.371)  -0.25
H (-1.086, 2.421, 2.867)  0.33
H (-1.822, 1.114, 1.926)  0.16
H (-0.741, 0.747, 3.278)  0.34
H (0.062, 2.110, 0.653)  0.31
H (0.446, 0.448, 1.080)  0.33
C (5.895, 2.985, -1.627)  -1.23
C (4.540, 2.643, -1.051)  0.00
O (3.470, 3.135, -1.889)  -0.32
C (3.132, 2.362, -2.905)  0.33
O (3.608, 1.308, -3.206)  -0.52
C (1.941, 2.987, -3.660)  0.92
F (2.095, 4.296, -3.843)  -0.26
F (0.809, 2.799, -2.957)  -0.26
F (1.787, 2.407, -4.847)  -0.23
H (5.977, 4.059, -1.793)  0.33
H (6.682, 2.673, -0.942)  0.37
H (6.051, 2.489, -2.584)  0.32
H (4.399, 3.130, -0.089)  0.24
H (4.426, 1.570, -0.900)  0.31
C (2.246, 5.686, 6.280)  -1.26
C (1.168, 4.896, 5.572)  0.11
O (0.018, 4.703, 6.423)  -0.35
C (-0.852, 5.701, 6.458)  0.30
O (-0.787, 6.735, 5.866)  -0.50
C (-2.041, 5.319, 7.366)  0.92
F (-1.628, 4.731, 8.491)  -0.24
F (-2.842, 4.458, 6.717)  -0.25
F (-2.751, 6.391, 7.686)  -0.24
H (2.513, 5.207, 7.221)  0.36
H (3.134, 5.754, 5.653)  0.36
H (1.903, 6.695, 6.508)  0.36
H (1.523, 3.897, 5.337)  0.09
H (0.868, 5.373, 4.640)  0.34
C (0.640, -0.108, -6.549)  -0.95
C (-0.622, 0.624, -6.944)  -0.21
O (-1.105, 0.179, -8.229)  -0.31
C (-1.839, -0.921, -8.219)  0.33
O (-2.141, -1.577, -7.265)  -0.52
C (-2.317, -1.242, -9.651)  0.90
F (-1.333, -1.089, -10.539)  -0.24
F (-3.318, -0.418, -9.988)  -0.25
F (-2.759, -2.493, -9.724)  -0.24
H (1.402, -0.002, -7.321)  0.30
H (1.029, 0.291, -5.615)  0.22
H (0.449, -1.173, -6.419)  0.34
H (-0.429, 1.688, -7.058)  0.30
H (-1.405, 0.508, -6.195)  0.33

Computed properties:
Net charge ... +1
HOMO ... -11.7 eV

---

DFT (ωB97M-V with the def2-TZVPD basis set) results for C24H31F4IrN8O6 as an isolated structure.

Each line ends with the Mulliken charge.
Cartesian coordinates (Å):
Ir (-0.406, 0.328, 0.444)  2.67
O (-2.729, -2.847, 1.154)  -0.66
C (-1.987, -1.933, 1.408)  -0.11
O (-0.953, -1.645, 0.623)  -0.48
C (-2.116, -1.147, 2.715)  -0.12
C (-0.731, -0.835, 3.259)  -0.10
C (-0.751, -0.381, 4.711)  -0.88
C (-1.334, 1.048, 4.602)  -1.16
C (-1.580, 1.170, 3.111)  -0.36
O (-0.435, 0.424, 2.553)  -0.69
C (-2.741, 0.282, 2.625)  0.39
C (-3.120, 0.777, 1.248)  -0.16
O (-3.958, 1.619, 1.066)  -0.65
O (-2.395, 0.273, 0.244)  -0.96
H (-2.694, -1.775, 3.388)  0.58
H (0.027, -1.567, 3.016)  0.35
H (-1.357, -1.053, 5.316)  0.37
H (0.256, -0.367, 5.122)  0.37
H (-2.255, 1.187, 5.165)  0.42
H (-0.615, 1.798, 4.923)  0.36
H (-1.583, 2.181, 2.726)  0.71
H (-3.610, 0.385, 3.271)  0.78
C (-2.000, 5.241, -1.534)  -1.17
N (-1.259, 4.293, -0.716)  0.04
C (-0.344, 4.662, 0.344)  -0.52
C (-0.097, 3.331, 1.032)  0.08
O (0.533, 3.158, 2.030)  -0.50
N (-0.797, 2.344, 0.299)  0.45
C (-1.495, 2.985, -0.675)  0.02
N (-2.325, 2.375, -1.517)  -0.10
H (-1.717, 6.245, -1.234)  0.40
H (-3.075, 5.130, -1.380)  0.40
H (-1.759, 5.120, -2.590)  0.33
H (-0.795, 5.366, 1.045)  0.42
H (0.594, 5.077, -0.029)  0.32
H (-2.716, 1.506, -1.154)  0.29
H (-2.933, 2.955, -2.074)  0.29
F (-0.085, -1.566, -6.146)  -0.24
C (-0.274, -0.288, -5.809)  0.63
F (-1.453, 0.099, -6.313)  -0.24
F (0.683, 0.443, -6.383)  -0.28
C (-0.274, -0.129, -4.304)  0.30
C (0.600, 0.738, -3.675)  -1.10
C (0.544, 0.849, -2.299)  -0.23
N (-0.327, 0.137, -1.578)  0.77
C (-1.176, -0.711, -2.180)  -0.04
C (-1.174, -0.866, -3.549)  -1.13
H (1.318, 1.320, -4.234)  0.58
H (1.201, 1.499, -1.736)  0.63
H (-1.840, -1.265, -1.531)  0.35
H (-1.864, -1.559, -4.010)  0.51
F (1.385, 1.086, 0.429)  -0.73
C (2.943, -0.949, -0.192)  -0.77
N (1.635, -1.585, 0.112)  0.79
C (1.817, -2.393, 1.342)  -0.99
N (2.869, -3.385, 1.203)  0.11
C (4.123, -2.703, 0.874)  -0.66
N (4.001, -1.933, -0.364)  0.12
C (3.634, -2.848, -1.444)  -0.71
N (2.371, -3.532, -1.161)  0.12
C (1.333, -2.527, -0.997)  -0.74
C (2.513, -4.275, 0.094)  -0.64
H (3.199, -0.277, 0.624)  0.30
H (2.838, -0.366, -1.108)  0.06
H (0.876, -2.904, 1.546)  0.30
H (2.068, -1.710, 2.158)  0.24
H (4.913, -3.445, 0.760)  0.33
H (4.389, -2.030, 1.691)  0.35
H (4.423, -3.590, -1.569)  0.35
H (3.534, -2.284, -2.374)  0.31
H (0.376, -3.004, -0.789)  0.04
H (1.269, -1.952, -1.924)  0.16
H (3.291, -5.029, -0.024)  0.36
H (1.570, -4.774, 0.323)  0.36

Computed properties:
Relative energy (zero: lowest compared OMol25 entry of this formula, charge and spin) ... 0.791 eV
Multiplicity ... 2
Net charge ... +1
HOMO (alpha / beta) ... -11.1 / -11.1 eV

---

DFT (ωB97M-V with the def2-TZVPD basis set) results for C24H31HfN8S2Se2 as an isolated structure.

Each line ends with the natural charge from an NBO analysis.
Cartesian coordinates (Å):
Hf (0.222, -0.020, 0.268)  1.83
C (2.344, -3.395, -2.104)  -0.70
C (1.848, -2.052, -1.701)  0.39
N (1.102, -1.836, -0.680)  -0.48
N (0.976, -2.892, 0.263)  -0.44
C (1.636, -2.533, 1.332)  0.33
N (1.744, -3.387, 2.359)  -0.77
S (2.291, -0.907, 1.530)  -0.23
C (2.345, -0.831, -2.369)  0.12
C (3.021, -0.885, -3.575)  -0.18
C (3.645, 0.261, -4.051)  -0.11
C (3.592, 1.401, -3.272)  -0.20
C (2.865, 1.376, -2.089)  0.05
N (2.222, 0.298, -1.636)  -0.48
H (2.278, -4.102, -1.283)  0.28
H (3.369, -3.342, -2.463)  0.26
H (1.719, -3.772, -2.920)  0.27
H (1.498, -4.355, 2.211)  0.43
H (2.369, -3.174, 3.119)  0.43
H (3.074, -1.813, -4.126)  0.26
H (4.180, 0.251, -4.990)  0.26
H (4.105, 2.307, -3.565)  0.26
H (2.821, 2.268, -1.480)  0.20
C (-1.910, 1.966, 2.257)  -0.24
C (-0.513, 2.454, 2.513)  -0.23
N (0.447, 1.324, 2.404)  -0.69
C (0.520, 0.561, 3.691)  -0.25
C (-0.545, -0.510, 3.867)  -0.53
S (-1.052, -1.360, 2.338)  0.32
C (-2.819, -0.936, 2.232)  -0.54
C (-3.163, 0.208, 1.272)  -0.23
N (-2.000, 1.104, 1.041)  -0.69
H (-2.263, 1.380, 3.102)  0.21
H (-2.598, 2.809, 2.173)  0.24
H (-0.257, 3.225, 1.794)  0.21
H (-0.447, 2.916, 3.500)  0.24
H (1.377, 1.727, 2.334)  0.40
H (1.500, 0.104, 3.735)  0.25
H (0.452, 1.263, 4.525)  0.23
H (-0.165, -1.277, 4.541)  0.28
H (-1.455, -0.126, 4.321)  0.24
H (-3.343, -1.843, 1.938)  0.27
H (-3.131, -0.730, 3.255)  0.25
H (-3.512, -0.185, 0.328)  0.22
H (-3.993, 0.785, 1.689)  0.23
H (-2.255, 1.695, 0.251)  0.41
Se (-2.768, 0.860, -2.268)  0.31
Se (-0.445, 0.891, -2.464)  0.36
C (0.056, 2.503, -1.571)  0.04
C (0.068, 3.731, -2.200)  -0.23
C (0.721, 4.782, -1.569)  -0.09
C (1.383, 4.533, -0.376)  -0.21
C (1.303, 3.272, 0.187)  0.05
N (0.605, 2.265, -0.368)  -0.61
C (-2.664, -0.971, -1.689)  0.02
C (-3.641, -1.783, -2.232)  -0.25
C (-3.743, -3.102, -1.807)  -0.09
C (-2.824, -3.554, -0.884)  -0.22
C (-1.852, -2.683, -0.419)  0.05
N (-1.754, -1.387, -0.777)  -0.59
H (-0.389, 3.854, -3.173)  0.27
H (0.750, 5.764, -2.023)  0.27
H (1.957, 5.302, 0.121)  0.27
H (1.832, 3.070, 1.106)  0.22
H (-4.309, -1.394, -2.989)  0.26
H (-4.508, -3.753, -2.209)  0.27
H (-2.829, -4.575, -0.529)  0.26
H (-1.093, -3.048, 0.255)  0.26

Computed properties:
Net charge ... +3
HOMO ... -17.0 eV

---

no.,E (Ha)
1,-3195.143099
2,-2326.291072
3,-7017.693000